No. 1
46
Properties=species:S:1:pos:R:3:forces:R:3 method="wB97M-V/def2-TZVPD" e_tot_ev=-24088.3733 lumo_ev=0.69 smiles=CC(C)(CNC[C@H](O)c1ccccc1)N1CCOCC1 homo_energy_ev=-8.25 charge=0
C -1.1619 -1.2426 -1.3008 -0.1275 0.1357 0.2991
H -0.8381 -0.3232 -1.7783 0.0467 0.0739 -0.1295
H -0.3259 -1.9371 -1.2714 0.1313 -0.0992 -0.0549
H -1.9553 -1.6922 -1.8942 -0.0617 -0.0635 -0.0909
C -1.6650 -0.9625 0.1222 0.3114 -0.2084 0.2006
N -2.9038 -0.1755 0.1556 -0.1402 -0.0355 -0.0059
C -2.8452 1.0848 -0.5674 -0.3487 0.3896 0.2190
H -1.9035 1.5837 -0.3516 -0.1360 0.0299 -0.1399
C -4.0210 1.9525 -0.1205 0.3509 0.0402 -0.1672
O -5.2508 1.3274 -0.4119 -0.1300 0.0562 -0.1050
C -5.3091 0.0634 0.2024 0.0115 -0.3819 -0.0119
H -6.2616 -0.3789 -0.0964 0.0561 -0.0225 0.0592
C -4.1419 -0.8381 -0.2144 -0.2542 0.1884 0.0977
H -4.2466 -1.7839 0.3131 -0.0161 -0.0273 -0.0225
H -4.2089 -1.0228 -1.3016 -0.0043 -0.0530 0.0567
H -5.2880 0.1818 1.2969 -0.0116 -0.0547 -0.0750
H -4.0283 2.9046 -0.6542 0.0444 -0.0231 0.0534
H -3.9458 2.1378 0.9617 0.0315 0.0181 -0.0739
H -2.9288 0.9318 -1.6572 0.0800 0.0375 0.0206
C -1.8889 -2.3003 0.8405 0.0111 0.2809 -0.1557
H -0.9332 -2.7879 1.0174 0.0853 -0.0406 -0.0094
H -2.3763 -2.1369 1.7983 -0.0855 -0.0225 0.1533
H -2.4936 -2.9748 0.2406 -0.0874 -0.0973 -0.0072
C -0.6027 -0.1858 0.9546 -0.0870 -0.1771 -0.2553
N 0.0666 0.8884 0.2306 0.0810 0.2549 0.2819
H 0.1255 1.7163 0.8171 -0.0407 -0.1083 -0.0910
C 1.4052 0.5921 -0.2334 0.1860 0.1794 0.4117
H 1.6408 1.2898 -1.0460 0.1765 -0.1169 -0.0483
C 2.4805 0.7533 0.8736 -0.2929 -0.4500 -0.4595
C 3.8350 0.3856 0.3222 0.0132 -0.0016 0.1629
C 4.4045 -0.8448 0.6259 -0.0840 0.1021 -0.0156
C 5.6300 -1.2051 0.0957 0.0731 -0.0887 -0.0254
C 6.3053 -0.3376 -0.7459 0.0664 -0.0497 -0.0160
C 5.7449 0.8888 -1.0575 0.0432 0.0837 -0.0767
C 4.5168 1.2460 -0.5306 -0.0803 -0.0508 0.0658
H 4.0929 2.2066 -0.7924 -0.0260 0.0968 -0.0321
H 6.2644 1.5703 -1.7150 0.0450 0.0474 -0.0509
H 7.2643 -0.6156 -1.1567 0.0762 -0.0218 -0.0307
H 6.0613 -2.1639 0.3433 0.0401 -0.0744 0.0231
H 3.8835 -1.5229 1.2865 -0.0605 -0.0635 0.0912
O 2.4206 2.0529 1.4221 -0.0133 0.3752 0.0611
H 2.7028 2.6849 0.7511 0.0049 0.0144 0.0569
H 2.2321 0.0929 1.7117 0.0591 0.0017 -0.1303
H 1.4457 -0.4217 -0.6313 0.0148 0.0098 -0.0857
H 0.1311 -0.9098 1.3290 0.0189 -0.0279 0.0359
H -1.1292 0.2282 1.8166 0.0292 -0.0560 0.0166

No. 2
49
Properties=species:S:1:pos:R:3:forces:R:3 method="wB97M-V/def2-TZVPD" e_tot_ev=-35335.5206 lumo_ev=0.15 homo_energy_ev=-8.33 charge=0
C -2.4313 -1.8699 2.3557 -0.9888 0.1541 0.5007
C -2.4441 -0.3633 2.3073 -0.1181 0.0642 0.3101
C -3.0859 0.2708 1.0971 0.7957 -0.3763 -0.6765
C -1.9268 0.3347 3.3310 -0.1993 0.0973 -0.2241
C -1.1611 1.6252 3.2431 -0.5022 0.1482 0.4730
C 0.3459 1.3675 3.0442 -0.2483 0.1458 -0.5634
C 0.6762 0.6314 1.7338 0.2287 0.7888 0.4503
C 0.4040 1.5939 0.5463 -0.0087 -1.1208 -0.2614
C 2.1437 0.1670 1.7617 -0.5145 -0.3915 0.2503
C 2.3680 -1.1869 1.0440 0.3865 0.6428 -0.1198
C 1.5958 -1.2809 -0.2194 0.4246 0.0488 0.2542
N 0.4548 -1.8867 -0.3213 -0.3757 -0.3223 -0.1018
N 0.0769 -1.6712 -1.6048 -0.3361 -0.1388 0.0400
N -1.1422 -2.1884 -1.9968 -0.0942 -0.2403 0.0919
C 0.9749 -0.9680 -2.2911 -0.3030 0.6597 0.2729
P 0.9893 -0.4075 -4.0331 0.6894 -0.7463 -1.0755
C 1.3293 1.3861 -3.9683 -0.4526 0.2334 0.2542
C -0.7888 -0.4303 -4.5497 0.2304 0.2202 0.8065
N 1.9555 -0.7282 -1.4136 -0.2732 -0.1020 -0.1334
C 3.2129 0.0865 -1.7764 1.3222 0.8217 -0.1964
O 3.6800 -0.2683 -2.8506 -0.3972 -0.1100 0.1957
O 3.4781 0.9587 -0.9565 -0.3645 -0.5632 -0.0814
H -2.4471 -2.2107 3.3933 0.1596 -0.0846 -0.0186
H -3.2907 -2.3140 1.8484 0.0526 -0.0660 -0.0637
H -1.5173 -2.2342 1.8838 -0.0125 -0.0118 -0.0837
H -2.4905 1.0555 0.6293 -0.1333 0.1829 0.1656
H -4.0694 0.6583 1.3607 0.0404 0.1224 0.0766
H -3.2519 -0.4869 0.3262 0.0063 0.0133 -0.0347
H -2.0430 -0.0853 4.3285 0.9658 -0.5163 -0.0822
H -1.2638 2.1557 4.1935 -0.0940 0.2104 -0.1168
H -1.5276 2.2831 2.4525 -0.0181 -0.0242 -0.0447
H 0.7676 0.8547 3.9102 -0.0922 -0.0941 0.0266
H 0.8181 2.3519 2.9645 0.1758 -0.0340 0.3095
H 0.0118 -0.2296 1.6640 0.0920 -0.0989 -0.0246
H 1.2345 1.5413 -0.1581 0.0633 0.3148 0.0258
H -0.4741 1.2478 -0.0051 -0.1260 0.3010 0.0053
H 0.2571 2.6189 0.8766 0.0039 0.0792 -0.0797
H 2.4180 0.0073 2.8060 0.2275 0.0389 -0.0312
H 2.7915 0.9262 1.3329 0.0525 -0.0120 -0.0018
H 3.4316 -1.2676 0.8170 0.0037 -0.1692 -0.0115
H 2.0818 -2.0112 1.6924 -0.1338 -0.0582 -0.0742
H -1.1007 -2.5524 -2.9358 0.0361 0.0296 -0.0281
H -1.8760 -1.5037 -1.8811 0.0091 0.0555 -0.0778
H 2.1569 1.6236 -3.3090 0.0225 0.0318 0.0259
H 0.4372 1.9512 -3.6919 0.0698 0.0423 0.1711
H 1.6103 1.6933 -4.9750 0.0620 -0.1401 -0.0468
H -1.4653 -0.1695 -3.7372 -0.1651 0.0421 -0.1354
H -0.8830 0.3362 -5.3163 0.0118 -0.1275 -0.1823
H -1.0212 -1.4120 -4.9527 -0.1807 0.0593 -0.1347

No. 3
10
Properties=species:S:1:pos:R:3:forces:R:3 method="wB97M-V/def2-TZVPD" e_tot_ev=-10328.8002 lumo_ev=0.35 smiles="O=CO.O=CO" homo_energy_ev=-10.71 charge=0
O 0.6675 -0.3701 3.2819 0.4298 -0.2896 -0.0487
C 0.7102 -0.4732 2.0936 -0.5515 0.7068 0.2077
O -0.3767 -0.1938 1.3599 -0.1683 -0.1165 -0.2207
H 1.6116 -0.6979 1.5089 0.0802 -0.2507 -0.0028
H -0.2828 -0.3681 0.4061 0.1601 -0.1315 0.2457
O -0.3305 0.9326 -3.1398 0.0895 0.1817 -0.0608
C -0.0695 0.6583 -2.0158 -0.2572 -0.5231 0.1997
O -0.4701 -0.4879 -1.3979 0.6110 0.5267 0.6077
H 0.5070 1.2334 -1.2808 0.0503 0.2204 -0.2504
H -1.0128 -1.0298 -1.9631 -0.4439 -0.3242 -0.6774

No. 4
48
Properties=species:S:1:pos:R:3:forces:R:3 method="wB97M-V/def2-TZVPD" e_tot_ev=-320737.5978 lumo_ev="-1.15 / -1.41" homo_energy_ev="-7.29 / -8.01" multiplicity=3 charge=0
W 0.4472 -0.0598 0.2100 0.1825 -0.8809 1.2083
Br -1.9410 -3.6184 5.8195 -0.0042 -0.0073 0.0041
C -0.8524 -2.7139 4.5739 -0.0130 -0.0409 0.0812
C 0.5248 -2.6126 4.7887 -0.0367 -0.0293 0.0553
Br 1.3118 -3.3806 6.3189 0.0187 -0.0021 -0.0010
C 1.3271 -1.9316 3.8735 -0.1662 0.0035 -0.1195
Br 3.1795 -1.7246 4.0859 0.0569 0.0215 -0.0106
C 0.7390 -1.3779 2.7465 -0.2308 -0.0700 0.0667
O 1.3885 -0.6632 1.8280 0.2241 0.2790 -0.1216
C -0.6477 -1.4860 2.5106 0.2757 -0.1095 0.2525
O -1.0665 -0.8944 1.4127 -0.1418 0.3392 -0.1851
C -1.4426 -2.1465 3.4455 0.1277 0.0923 -0.1284
Br -3.2894 -2.2189 3.1063 -0.0542 0.0126 -0.0407
O -0.6938 0.4457 -1.3066 -0.4823 0.7015 -0.4477
C -1.1036 -0.1335 -2.3445 -0.1128 -0.1081 -0.2191
C -0.6796 -1.4220 -2.7452 0.0660 -0.2188 -0.0312
C -1.1657 -1.9505 -3.9584 0.1285 -0.1332 0.1175
C -0.7662 -3.1953 -4.3560 0.0202 0.1359 0.2008
C 0.1205 -3.9700 -3.5866 -0.0349 0.1048 0.0429
C 0.6032 -3.4759 -2.4079 -0.0455 -0.0104 -0.0269
C 0.2202 -2.1950 -1.9443 -0.0328 0.0779 -0.0361
O 0.7140 -1.7678 -0.8233 0.0955 0.2302 -0.0872
N -1.2731 -3.7345 -5.6115 -0.0182 0.0009 -0.2466
O -0.8972 -4.8421 -5.9410 -0.0365 -0.0002 0.0171
O -2.0305 -3.0382 -6.2609 -0.0147 -0.0512 0.0128
H -1.8307 0.4147 -2.9452 0.0123 -0.0824 -0.0707
H -1.8499 -1.3829 -4.5728 -0.0187 0.0154 -0.0157
H 0.4067 -4.9479 -3.9437 -0.0023 -0.0093 -0.0103
H 1.2855 -4.0484 -1.7959 0.0096 0.0075 0.0112
C 2.3112 0.6531 -0.5842 0.0271 0.0262 -0.1761
H 2.2651 0.7834 -1.6750 0.1011 0.0383 0.0159
H 3.0781 -0.1034 -0.3873 0.0038 0.0468 -0.0073
H 2.6558 1.5928 -0.1438 0.0385 0.0091 -0.0321
N -0.8613 3.3458 2.5196 -0.1274 -0.4108 0.1027
C -0.6715 2.0487 2.1994 0.2376 0.1646 -0.2148
N -0.0598 1.9183 1.0351 -0.2159 -0.4063 0.3324
C 0.1349 3.2075 0.5529 -0.0022 0.1668 -0.1088
C 0.6897 3.6541 -0.6438 0.0112 0.0667 -0.0065
C 0.7245 5.0190 -0.8506 0.0399 -0.1531 -0.0654
C 0.2204 5.9214 0.0945 -0.0591 0.0380 0.1082
C -0.3426 5.4900 1.2784 0.0459 -0.0012 -0.0259
C -0.3747 4.1154 1.4844 0.1549 0.1117 -0.2161
H -1.2970 3.6738 3.3640 -0.0152 -0.0131 -0.0011
H -0.9788 1.2239 2.8223 -0.0046 -0.0007 0.0194
H 1.0778 2.9545 -1.3703 0.0050 0.0107 0.0062
H 1.1521 5.4074 -1.7641 0.0142 -0.0126 -0.0330
H 0.2732 6.9806 -0.1136 -0.0121 0.0328 0.0139
H -0.7351 6.1858 2.0063 -0.0148 0.0172 0.0167

No. 5
13
Properties=species:S:1:pos:R:3:forces:R:3 method="wB97M-V/def2-TZVPD" e_tot_ev=-29995.6173 lumo_ev=0.58 smiles="N/N=C(/CCl)NS" homo_energy_ev=-8.87 charge=0
C -0.2378 0.2493 0.1525 -0.8933 -3.4066 1.4716
C -1.8034 0.4862 0.3611 2.7761 -0.2888 -1.5243
H 2.3322 2.3492 -0.6309 -2.1995 -2.8426 0.5685
H 2.6232 0.5017 -0.3764 -2.6718 2.7905 -0.0140
H -2.1294 1.4773 0.1425 0.0919 0.5715 -1.1720
H -1.8886 0.5084 1.3869 -0.7727 -0.9818 2.5354
H -0.7708 -1.5158 0.9092 2.8973 -0.0120 -0.2050
H 0.7088 -2.6827 -1.3986 0.5993 1.5039 2.1895
N 1.9023 1.3679 -0.4001 0.6265 -2.1962 0.3733
N 0.4667 1.1527 -0.2518 4.3243 4.7039 -1.9100
N 0.2246 -1.0877 0.7343 -3.6740 0.8068 -1.3459
S 1.3427 -2.0530 -0.1696 -1.0564 -0.8080 -1.2503
Cl -2.7705 -0.7536 -0.4591 -0.0477 0.1592 0.2831

No. 6
11
Properties=species:S:1:pos:R:3:forces:R:3 method="wB97M-V/def2-TZVPD" e_tot_ev=-7316.1695 lumo_ev=0.47 homo_energy_ev=-8.80 charge=0
C -1.9641 -0.8378 0.0361 -0.0115 1.6652 -0.4991
C -0.5336 -0.8595 0.1198 0.3507 -0.7494 0.2308
C -0.7386 1.5927 -0.0384 2.3504 -0.2804 -0.2249
C 0.6625 1.2581 0.0935 -0.9085 -0.5054 0.2319
C -1.3702 0.3936 -0.0727 -2.3027 -1.8976 -0.1479
C 0.6280 -0.1208 0.2452 1.2533 -0.5545 -0.3659
C 0.8160 -1.5492 -0.1050 -0.0320 0.6098 1.7719
H -1.2871 2.4664 -0.2072 -0.2462 1.4657 0.2588
H 1.6245 1.7714 0.1855 -0.8119 0.5186 -0.3196
H 0.9707 -2.1712 0.7679 0.4409 -0.3435 -0.1830
H 1.1920 -1.9437 -1.0246 -0.0826 0.0715 -0.7529

Copy entry 6 word for word.
11
Properties=species:S:1:pos:R:3:forces:R:3 method="wB97M-V/def2-TZVPD" e_tot_ev=-7316.1695 lumo_ev=0.47 homo_energy_ev=-8.80 charge=0
C -1.9641 -0.8378 0.0361 -0.0115 1.6652 -0.4991
C -0.5336 -0.8595 0.1198 0.3507 -0.7494 0.2308
C -0.7386 1.5927 -0.0384 2.3504 -0.2804 -0.2249
C 0.6625 1.2581 0.0935 -0.9085 -0.5054 0.2319
C -1.3702 0.3936 -0.0727 -2.3027 -1.8976 -0.1479
C 0.6280 -0.1208 0.2452 1.2533 -0.5545 -0.3659
C 0.8160 -1.5492 -0.1050 -0.0320 0.6098 1.7719
H -1.2871 2.4664 -0.2072 -0.2462 1.4657 0.2588
H 1.6245 1.7714 0.1855 -0.8119 0.5186 -0.3196
H 0.9707 -2.1712 0.7679 0.4409 -0.3435 -0.1830
H 1.1920 -1.9437 -1.0246 -0.0826 0.0715 -0.7529